Here is a structure of composition C28H49BaBrGeNO5Si3 at a distorted geometry from OMol25. Energies are from the ωB97M-V functional and the def2-TZVPD basis.

## Properties
LUMO (spin up / spin down), eV: 0.2 / -1.0
Max |F|, eV/A: 1.6
Net charge: 0
Relative energy (zero: lowest compared OMol25 entry of this formula, charge and spin), eV: 0.637
Frontier orbital gap (spin up / spin down), eV: 7.55 / 7.54
Multiplicity: 2
<S²>: 0.75
Total energy, Ha: -7072.40873

The geometry in XYZ format:
```
89
C28H49BaBrGeNO5Si3 the ωB97M-V functional and the def2-TZVPD basis
Ba -0.599 0.442 -0.218
C 2.340 0.932 3.086
C 1.706 -0.337 2.560
C 2.481 -1.574 2.978
O 0.316 -0.410 2.984
C 1.548 -0.316 1.033
O 1.793 0.745 0.398
O 0.957 -1.293 0.511
H 2.414 0.884 4.177
H 1.758 1.807 2.805
H 3.348 1.055 2.687
H 2.450 -1.691 4.065
H 3.529 -1.485 2.685
H 2.063 -2.469 2.520
H 0.314 -0.349 3.945
C -5.023 -3.250 1.229
Si -3.928 -1.797 0.798
C -3.538 -0.829 2.351
C -4.814 -0.691 -0.413
Ge -1.916 -2.647 -0.085
Si -2.149 -3.530 -2.257
C -0.487 -4.149 -2.845
C -3.390 -4.928 -2.206
C -2.792 -2.272 -3.472
Si -0.939 -4.282 1.313
C -1.930 -5.869 1.241
C 0.792 -4.654 0.718
C -0.930 -3.695 3.084
H -5.980 -2.862 1.597
H -4.585 -3.872 2.013
H -5.224 -3.891 0.368
H -4.456 -0.378 2.744
H -2.824 -0.014 2.194
H -3.111 -1.475 3.122
H -5.635 -0.182 0.104
H -5.248 -1.281 -1.225
H -4.178 0.074 -0.865
H -0.217 -5.090 -2.359
H 0.316 -3.438 -2.644
H -0.529 -4.325 -3.925
H -3.138 -5.728 -1.509
H -3.436 -5.356 -3.215
H -4.389 -4.566 -1.950
H -2.081 -1.464 -3.629
H -3.735 -1.827 -3.151
H -2.957 -2.767 -4.436
H -1.820 -6.383 0.284
H -2.998 -5.727 1.425
H -1.538 -6.531 2.022
H 0.761 -5.340 -0.134
H 1.354 -5.144 1.521
H 1.329 -3.758 0.414
H -1.937 -3.771 3.507
H -0.591 -2.664 3.182
H -0.268 -4.343 3.669
Br 0.882 0.000 -7.573
C 0.554 0.197 -5.739
C -0.685 0.626 -5.296
C -0.878 0.744 -3.929
N 0.067 0.472 -3.025
C 1.257 0.070 -3.479
C 1.553 -0.087 -4.822
H -1.485 0.855 -5.985
H -1.832 1.074 -3.530
H 2.010 -0.137 -2.727
H 2.532 -0.421 -5.134
C -4.952 7.706 -1.356
C -4.255 6.394 -1.129
C -4.608 5.573 -0.066
C -3.976 4.354 0.159
C -4.379 3.501 1.332
C -2.980 3.945 -0.726
C -2.609 4.742 -1.808
C -1.539 4.312 -2.774
C -3.247 5.963 -1.984
C -2.298 2.633 -0.489
O -2.484 1.695 -1.322
O -1.553 2.519 0.541
H -5.508 8.016 -0.471
H -5.661 7.636 -2.185
H -4.246 8.501 -1.602
H -5.390 5.890 0.615
H -5.249 3.928 1.831
H -3.571 3.409 2.058
H -4.641 2.487 1.017
H -0.659 3.912 -2.265
H -1.209 5.155 -3.381
H -1.901 3.532 -3.446
H -2.948 6.596 -2.814
```

Löwdin atomic charge list, values in e, 5 entries: number 1, Ba, carries 2.06; number 2, C, carries -0.02; number 3, C, carries -0.53; number 4, C, carries 0.00; number 5, O, carries -0.04